one | Entry from OMol25: a cluster of 2 separate species, C5H16N3 in total (ωB97M-V with the def2-TZVPD basis set).

Summary:
Highest occupied orbital energy: -0.462 hartree
Total charge: +1
HOMO-LUMO gap: 7.58 eV

Last column: natural (NBO) charge in e.
CARTESIAN COORDINATES (ANGSTROEM)
N (-0.954, -1.801, -0.231)  -0.840
N (1.693, -0.423, -0.057)  -0.373
N (2.489, -0.041, -1.126)  -0.667
C (-1.299, -0.459, 0.183)  -0.180
C (-2.805, -0.098, -0.021)  -0.604
C (-0.551, 0.547, -0.590)  0.332
C (2.159, -0.217, 1.293)  -0.437
C (-0.357, 1.921, -0.147)  -0.737
H (-0.281, 2.009, 0.936)  0.248
H (1.393, -0.562, 1.983)  0.219
H (2.354, 0.843, 1.464)  0.206
H (1.249, -1.328, -0.215)  0.421
H (-0.363, 0.329, -1.634)  0.214
H (-1.169, -1.952, -1.210)  0.372
H (-1.215, 2.522, -0.469)  0.291
H (-3.034, 0.858, 0.439)  0.226
H (-3.052, -0.058, -1.079)  0.221
H (3.006, 0.807, -0.917)  0.369
H (-3.413, -0.865, 0.450)  0.246
H (0.509, 2.366, -0.634)  0.267
H (-1.467, -2.490, 0.308)  0.390
H (3.081, -0.776, 1.492)  0.217
H (3.113, -0.765, -1.473)  0.374
H (-1.087, -0.367, 1.255)  0.227

=====

two | Entry from OMol25: a cluster of 2 separate species, C5H16N3 in total (ωB97M-V with the def2-TZVPD basis set).

Summary:
Highest occupied orbital energy: -0.526 hartree
Total charge: +1
HOMO-LUMO gap: 11.28 eV

Last column: natural (NBO) charge in e.
CARTESIAN COORDINATES (ANGSTROEM)
N (-0.829, -0.263, -1.625)  -0.747
N (-0.623, -2.417, -0.836)  -0.549
N (0.855, -1.640, -2.391)  -0.758
C (0.724, 2.187, -0.014)  -0.618
C (-0.142, -1.391, -1.541)  0.677
C (0.184, 1.637, 2.406)  -0.597
C (-1.594, -2.243, 0.236)  -0.437
C (1.282, 1.655, 1.300)  -0.409
H (1.801, 0.703, 1.325)  0.196
H (-1.571, 0.000, -1.004)  0.432
H (1.984, 2.401, 1.664)  0.216
H (-0.410, 0.518, -2.097)  0.425
H (-1.724, -1.214, 0.580)  0.209
H (1.336, -0.856, -2.818)  0.421
H (0.603, 3.250, 0.141)  0.229
H (1.443, 2.086, -0.831)  0.206
H (-2.594, -2.563, -0.036)  0.228
H (-0.732, 1.277, 1.911)  0.172
H (-0.284, 1.861, -0.269)  0.171
H (0.432, 0.975, 3.225)  0.219
H (-0.046, 2.639, 2.770)  0.218
H (-0.131, -3.290, -0.738)  0.426
H (-1.286, -2.789, 1.123)  0.239
H (1.323, -2.525, -2.480)  0.431

=====

Stability check: which of them is most stable? two.

=====

one | Entry from OMol25: a cluster of 2 separate species, C3H4S in total (ωB97M-V with the def2-TZVPD basis set).

Summary:
Highest occupied orbital energy: -0.317 hartree
HOMO-LUMO gap: 8.61 eV
SMILES: C#C.C=S

Last column: natural (NBO) charge in e.
CARTESIAN COORDINATES (ANGSTROEM)
S (-3.145, 0.067, -0.418)  0.102
C (1.955, 0.008, 0.205)  -0.238
C (-1.815, 0.384, 0.325)  -0.523
C (1.704, -0.686, -0.734)  -0.253
H (2.260, 0.356, 1.179)  0.241
H (-1.921, 1.150, 1.106)  0.198
H (1.829, -1.061, -1.779)  0.255
H (-0.866, -0.218, 0.117)  0.219

=====

two | Entry from OMol25: a cluster of 2 separate species, C3H4S in total (ωB97M-V with the def2-TZVPD basis set).

Summary:
Highest occupied orbital energy: -0.301 hartree
HOMO-LUMO gap: 7.73 eV

Last column: natural (NBO) charge in e.
CARTESIAN COORDINATES (ANGSTROEM)
S (1.326, 1.275, 0.605)  0.143
C (-0.878, -0.607, -0.765)  -0.847
C (0.746, 0.046, 1.569)  -0.279
C (0.059, -1.322, 0.157)  0.128
H (-1.804, -1.297, -1.118)  0.257
H (0.021, -0.463, -1.538)  0.290
H (1.715, 1.967, 1.591)  0.096
H (-1.185, 0.403, -0.500)  0.212

=====

Stability check: which of them is most stable? one.

=====

one | Entry from OMol25: the molecule C3H4S (ωB97M-V with the def2-TZVPD basis set).

Summary:
Highest occupied orbital energy: -0.317 hartree
HOMO-LUMO gap: 9.46 eV
SMILES: CC#CS

Last column: natural (NBO) charge in e.
CARTESIAN COORDINATES (ANGSTROEM)
S (2.863, -0.100, 0.166)  0.063
C (-0.078, 0.065, 0.213)  -0.020
C (1.114, -0.034, 0.200)  -0.225
C (-1.477, 0.243, 0.134)  -0.694
H (2.895, -1.071, -0.721)  0.133
H (-1.458, 0.986, -0.765)  0.244
H (-1.995, 0.674, 1.037)  0.251
H (-1.864, -0.763, -0.263)  0.247

=====

two | Entry from OMol25: the molecule C3H4S (ωB97M-V with the def2-TZVPD basis set).

Summary:
Highest occupied orbital energy: -0.310 hartree
HOMO-LUMO gap: 9.43 eV
SMILES: C1[C@@H]2S[C@H]12

Last column: natural (NBO) charge in e.
CARTESIAN COORDINATES (ANGSTROEM)
S (-1.231, -1.342, -1.365)  0.064
C (0.295, -0.836, -0.445)  -0.295
C (-0.324, -0.123, 0.604)  -0.394
C (-0.512, 0.280, -0.889)  -0.310
H (1.205, -1.325, -0.677)  0.246
H (-0.279, 1.167, -1.623)  0.266
H (-1.069, -0.431, 1.336)  0.225
H (0.427, 0.493, 1.010)  0.198

=====

Stability check: which of them is most stable? one.

=====

one | Entry from OMol25: the molecule C5H11NO2 (ωB97M-V with the def2-TZVPD basis set).

Summary:
Highest occupied orbital energy: -0.364 hartree
HOMO-LUMO gap: 10.71 eV
SMILES: C[C@@H](O)[C@@H](C)NC=O

Last column: natural (NBO) charge in e.
CARTESIAN COORDINATES (ANGSTROEM)
O (-1.188, 1.565, 0.565)  -0.752
O (3.463, -0.292, 0.714)  -0.579
N (1.308, 0.092, 0.191)  -0.669
C (2.501, -0.642, 0.058)  0.532
C (-1.266, 0.152, 0.270)  0.098
C (0.022, -0.275, -0.474)  -0.088
C (-0.115, 0.362, -1.812)  -0.620
C (-1.431, -0.526, 1.653)  -0.635
H (-2.225, -0.202, 2.183)  0.226
H (0.684, 0.260, -2.628)  0.219
H (-0.511, -0.440, 2.292)  0.210
H (-0.013, 1.442, -1.588)  0.202
H (1.071, 0.696, 1.032)  0.416
H (2.569, -1.370, -0.847)  0.133
H (-2.238, 0.153, -0.357)  0.203
H (-0.068, -1.389, -0.696)  0.198
H (-0.991, -0.071, -2.287)  0.220
H (-0.404, 2.025, 0.221)  0.469
H (-1.166, -1.540, 1.511)  0.219

=====

two | Entry from OMol25: the molecule C5H11NO2 (ωB97M-V with the def2-TZVPD basis set).

Summary:
Highest occupied orbital energy: -0.331 hartree
HOMO-LUMO gap: 9.83 eV
SMILES: CC[C@@H](C=O)NCO

Last column: natural (NBO) charge in e.
CARTESIAN COORDINATES (ANGSTROEM)
O (-1.180, 1.222, -1.681)  -0.526
O (2.553, -0.320, -1.587)  -0.746
N (1.042, -0.874, 0.143)  -0.631
C (-0.224, 0.977, -0.992)  0.426
C (-0.690, 0.448, 1.363)  -0.392
C (-2.199, 0.702, 1.368)  -0.610
C (1.610, -1.292, -1.120)  0.091
C (-0.214, -0.164, 0.029)  -0.157
H (1.695, -0.379, 0.736)  0.374
H (3.276, -0.780, -2.052)  0.475
H (0.723, 1.552, -1.013)  0.119
H (-0.158, 1.365, 1.562)  0.195
H (2.119, -2.246, -0.978)  0.161
H (-0.416, -0.238, 2.163)  0.216
H (-2.463, 1.304, 2.226)  0.211
H (-2.523, 1.184, 0.451)  0.225
H (0.786, -1.364, -1.825)  0.163
H (-1.012, -0.848, -0.266)  0.201
H (-2.724, -0.249, 1.474)  0.205

=====

Stability check: which of them is most stable? two.